[1]
DFT (wB97M-V/def2-TZVPD) results for the ion C8H14NO2S with charge +1 in a non-equilibrium geometry.

Positions of all 26 atoms, in Å:
C1 -0.4400 1.7270 1.3565
C2 0.1929 1.1434 0.1501
C3 -0.7042 1.1945 -1.2100
O1 -1.6019 0.1703 -1.2251
C4 -0.9996 -1.0905 -1.2086
C5 -0.1306 -1.3059 0.0486
C6 -1.0626 -1.4835 1.2487
N1 0.7579 -0.1713 0.1633
C7 2.2428 -0.4135 -0.2970
O2 2.3131 -1.6674 -0.8615
C8 3.2249 0.5104 -0.2978
S1 4.8418 0.2792 -0.5055
H1 -0.0102 1.4259 2.2365
H2 -1.4976 1.5900 1.2641
H3 -0.4623 2.8736 1.2537
H4 1.1265 1.7096 -0.1750
H5 -1.2677 2.0622 -1.0965
H6 0.1028 1.2807 -1.9747
H7 -0.2776 -1.0432 -2.0472
H8 -1.8515 -1.8419 -1.1801
H9 0.4865 -2.1564 -0.3265
H10 -1.7047 -0.5531 1.4081
H11 -0.5518 -1.8143 2.1785
H12 -1.8821 -2.2677 1.0721
H13 3.2007 -1.8854 -1.1917
H14 2.8819 1.4822 0.1284

Cartesian forces (eV/Å) of the 3 atoms listed first:
-1.59 2.89 -2.29
2.52 1.47 -2.75
2.25 -0.25 2.01

The relative energy (zero: lowest compared OMol25 entry of this formula, charge and spin) is 4.232 eV. The charge is +1. As for the SMILES: C[C@@H]1COC[C@H](C)/[N+]1=C(\O)C=S. For the HOMO energy (spin up / spin down), the calculation gives -12.962 / -13.000 eV. The gap between HOMO and LUMO (spin up / spin down) comes out at 0.216 / 0.218 hartree. The calculation puts the total energy at -24932.59243 eV.

Atom charges from the Löwdin analysis, given in e for atoms 1 to 2:
1. C -0.023
2. C -0.304

=====

[2]
DFT (wB97M-V/def2-TZVPD) results for the molecule C16H13F2N3O in a non-equilibrium geometry.

Positions of all 35 atoms, in Å:
C1 -1.2773 -0.1115 5.9211
O1 0.1197 0.0800 5.6002
C2 0.5243 -0.1358 4.3161
C3 1.7985 -0.6181 4.1100
C4 2.2852 -0.8861 2.8199
C5 1.4428 -0.7327 1.7291
C6 0.1092 -0.2855 1.8655
C7 -0.7750 -0.0062 0.7425
N1 -1.9464 0.5701 0.8088
N2 -2.4686 0.7993 -0.4538
C8 -1.6441 0.2082 -1.3102
C9 -1.9112 0.0649 -2.7617
C10 -0.6103 0.2867 -3.5136
C11 -0.2135 1.5722 -3.8095
C12 0.9240 1.7663 -4.6304
C13 1.7333 0.6928 -5.0256
C14 1.3258 -0.6103 -4.6909
F1 1.9573 -1.7314 -5.1751
C15 0.1645 -0.8029 -3.9219
F2 -0.2102 -2.0283 -3.6357
N3 -0.5812 -0.2828 -0.5856
C16 -0.2868 0.0422 3.1940
H1 -1.5347 -1.0830 5.4569
H2 -1.9402 0.6216 5.4489
H3 -1.4232 -0.1495 6.9977
H4 2.3895 -0.8104 4.9805
H5 3.3268 -1.2258 2.6191
H6 1.8277 -0.9346 0.7413
H7 -2.6412 0.7651 -3.0994
H8 -2.3339 -0.9421 -2.9651
H9 -0.8542 2.3918 -3.4954
H10 1.1380 2.7919 -4.9626
H11 2.5889 0.8819 -5.6641
H12 0.2647 -0.6745 -0.9538
H13 -1.2679 0.5168 3.3025

Cartesian forces (eV/Å) of the 3 atoms listed first:
0.26 -0.91 -1.55
-0.27 0.44 0.45
-0.78 -0.39 -0.93

As for the SMILES: COc1cccc(-c2nnc(Cc3cccc(F)c3F)[nH]2)c1. For the HOMO energy, the calculation gives -8.539 eV. The gap between HOMO and LUMO comes out at 0.333 hartree. The calculation puts the total energy at -28754.67062 eV.

Atom charges from the Löwdin analysis, given in e for atoms 1 to 2:
1. C -0.053
2. O -0.093

=====

[3]
DFT (wB97M-V/def2-TZVPD) results for a structure of composition C4H6CsO3 in a non-equilibrium geometry.

Positions of all 14 atoms, in Å:
C1 1.5767 0.5399 -0.1351
O1 0.9436 -0.6241 -0.3541
O2 0.8771 1.5903 -0.2563
O3 2.8011 0.4198 0.1256
Cs1 4.5232 -2.6254 -0.6174
C2 -0.8336 -0.3520 -0.2289
C3 -0.9164 0.9233 -0.9905
C4 -1.3038 -0.3107 1.2020
H1 -1.1211 -1.2464 -0.7954
H2 -0.7122 0.8521 -2.0620
H3 -1.5489 1.7217 -0.5946
H4 -0.9377 -1.1826 1.7597
H5 -2.4033 -0.3040 1.2375
H6 -0.9447 0.5981 1.7095

Cartesian forces (eV/Å) of the 3 atoms listed first:
0.09 -0.16 -0.23
-2.22 -0.97 0.64
1.34 0.40 0.53

As for the spin multiplicity: 2. The relative energy (zero: lowest compared OMol25 entry of this formula, charge and spin) is 0.763 eV. For the HOMO energy (spin up / spin down), the calculation gives -4.782 / -7.267 eV. Its expectation value of S² is 0.755. The gap between HOMO and LUMO (spin up / spin down) comes out at 0.132 / 0.222 hartree. The calculation puts the total energy at -10932.62410 eV.

Atom charges from the Löwdin analysis, given in e for atoms 1 to 2:
1. C -0.830
2. O -0.093

=====

[4]
DFT (wB97M-V/def2-TZVPD) results for a structure of composition C19H55Ag2N8O7 in a non-equilibrium geometry.

Positions of all 91 atoms, in Å:
Ag1 -0.9648 -24.1718 2.8169
Ag2 -0.7558 -25.1416 6.6210
C1 -2.8185 -22.4713 5.3852
O1 -2.0104 -23.5947 5.2826
H1 -3.7536 -22.5258 4.8059
H2 -3.1711 -22.4080 6.4198
H3 -2.3378 -21.5451 5.0560
C2 -5.2221 -25.8086 4.9452
C3 -4.7570 -25.4061 3.5917
C4 -5.4405 -24.1671 3.0044
O2 -6.7011 -24.5155 2.4716
C5 -7.6234 -23.4986 2.2928
N1 -3.2652 -25.3124 3.4617
H4 -6.2959 -25.9675 5.0826
H5 -4.8625 -25.1082 5.7022
H6 -4.9367 -26.8462 5.1576
H7 -4.8893 -26.1471 2.7942
H8 -4.8663 -23.9229 2.1026
H9 -5.4964 -23.3297 3.7062
H10 -7.2202 -22.6138 1.7674
H11 -7.8965 -23.0798 3.2717
H12 -8.4945 -23.7336 1.6860
H13 -2.8764 -26.1724 3.8319
H14 -3.0810 -24.5696 4.1476
C6 -0.3130 -23.7957 -1.6666
C7 -0.3793 -23.4334 -0.1521
C8 -1.6327 -22.6231 0.1037
O3 -1.6321 -22.0881 1.4143
C9 -2.8397 -21.3537 1.6328
N2 -0.4333 -24.7621 0.5408
H15 -1.3057 -24.1215 -1.9991
H16 0.2401 -24.6923 -1.9466
H17 0.0264 -22.8991 -2.1860
H18 0.4947 -22.8658 0.1640
H19 -2.5218 -23.2257 -0.1272
H20 -1.6343 -21.9159 -0.7378
H21 -2.7810 -20.5498 0.8868
H22 -2.8024 -20.9369 2.6353
H23 -3.7422 -21.9182 1.3887
H24 -1.3449 -25.1367 0.2896
H25 0.2673 -25.3241 0.0773
C10 -1.6905 -23.2020 8.9801
C11 -0.2230 -22.8407 8.9014
C12 0.3512 -22.4938 10.2553
O4 -0.3371 -21.4987 10.9080
C13 0.1744 -21.1082 12.1676
N3 0.4948 -23.9979 8.2845
H26 -1.8775 -23.9339 9.7803
H27 -2.0612 -23.6337 8.0493
H28 -2.3718 -22.4428 9.3713
H29 -0.0683 -21.9576 8.2745
H30 1.4155 -22.2683 10.0754
H31 0.4040 -23.4456 10.8149
H32 1.1299 -20.6015 11.9947
H33 0.2732 -22.0391 12.7366
H34 -0.4775 -20.4132 12.6890
H35 0.7652 -24.5943 9.0704
H36 1.4040 -23.6082 8.0292
C14 -5.6681 -19.5147 6.8897
C15 -4.3702 -19.5290 7.7140
C16 -4.0429 -18.2187 8.3959
O5 -5.1761 -17.8147 9.1691
C17 -4.8786 -16.8229 10.1349
N4 -4.4076 -20.6722 8.6289
H37 -5.7803 -20.4171 6.2791
H38 -5.8892 -18.7077 6.1860
H39 -6.5214 -19.5586 7.5718
H40 -3.6251 -19.7238 6.9416
H41 -3.8473 -17.4768 7.6169
H42 -3.1898 -18.4000 9.0519
H43 -4.0780 -17.1472 10.8043
H44 -5.7963 -16.7113 10.7096
H45 -4.6209 -15.8532 9.7014
H46 -5.3055 -21.0052 8.9535
H47 -4.0529 -21.4255 8.0520
C18 0.8727 -21.4405 3.4835
O6 0.7818 -22.4179 2.7245
N5 1.0268 -20.1734 3.0338
N6 0.6543 -21.5055 4.8252
H48 0.8673 -19.9975 2.0565
H49 1.2107 -19.3872 3.6259
H50 0.7043 -20.7215 5.4547
H51 0.2164 -22.3742 5.1058
C19 -0.8333 -18.4441 6.2183
O7 -0.2282 -19.2337 6.9476
N7 -0.4804 -17.1228 6.2339
N8 -1.8025 -18.7873 5.3399
H52 0.1981 -16.9374 6.9518
H53 -0.9885 -16.4090 5.7476
H54 -2.1468 -18.1162 4.6789
H55 -2.0656 -19.7512 5.2598

Cartesian forces (eV/Å) of the 3 atoms listed first:
-0.14 0.22 0.17
-0.35 1.29 -0.14
-0.28 -0.71 0.67

The relative energy (zero: lowest compared OMol25 entry of this formula, charge and spin) is 0.000 eV. The charge is +1. For the HOMO energy, the calculation gives -10.941 eV. The gap between HOMO and LUMO comes out at 0.276 hartree. The calculation puts the total energy at -54839.12154 eV.

Atom charges from the Löwdin analysis, given in e for atoms 1 to 2:
1. Ag 0.748
2. Ag 0.756